Record 1
The following is a quantum chemistry calculation of a molecular structure, C2H3N2OP at a distorted geometry, from the Open Molecules 2025 dataset.

```
9
Properties=species:S:1:pos:R:3:forces:R:3
P 1.57279 0.15927 -0.45735 -2.10 2.19 1.40
O 0.82831 -1.12175 0.41054 1.39 1.01 0.42
N -1.35595 -0.68916 -0.28039 -0.25 -1.77 -0.47
N -1.33238 0.63505 -0.05498 -0.21 2.37 0.72
C -0.41655 1.46969 -0.16202 2.29 -4.71 -1.56
C -0.38668 -1.47046 0.00793 0.10 4.00 0.05
H -0.41733 -2.47421 -0.00074 -1.15 -3.50 -0.40
H 1.85624 0.97504 0.73412 0.28 -0.74 -0.71
H -0.34845 2.51653 -0.19710 -0.35 1.15 0.54
```
Forces are in eV/Å.

Properties
- HOMO (eV) = -8.34
- strongest force on any atom (eV Å⁻¹) = 5.469
- electronic energy (eV) = -16434.92808
- spin multiplicity = 1
- LUMO energy (eV) = 0.3680
- ΔE to the lowest compared entry with this formula, charge and spin (kcal/mol) = 81.1
- frontier orbital gap (eV) = 8.703


Record 2
The following is a quantum chemistry calculation of 7 unconnected molecules or ions with the total composition C24H31BN6O5 at a distorted geometry, from the Open Molecules 2025 dataset.

```
67
Properties=species:S:1:pos:R:3:forces:R:3
O -3.37988 1.56117 -0.09185 0.59 -0.59 0.17
O 0.44498 -1.55620 -2.26565 0.08 0.40 1.15
O -1.51142 0.31411 0.24279 -0.64 0.06 0.23
O -3.33637 -0.61363 -0.71758 1.04 0.47 0.01
O -3.85012 -3.34393 -2.69519 0.22 0.18 0.04
N 5.61842 0.64058 0.78868 0.04 0.02 -0.28
N -4.00588 -1.64257 4.47979 -0.12 0.27 -0.27
N 3.01284 -0.43212 -2.90996 0.28 -0.17 0.29
N 6.87406 -1.73596 5.54003 -0.15 0.27 -0.27
N -4.41183 4.80253 3.46743 -0.05 0.48 0.20
N -0.45958 5.93346 2.02689 -0.33 -0.17 -0.09
C 6.83302 1.64529 -1.29390 -0.09 -0.08 0.10
C -4.43593 -0.80054 3.82367 0.06 -0.15 0.15
C -2.79980 -3.42015 -2.10184 0.25 -0.40 0.29
C -1.08606 -1.01821 -0.24918 -0.11 1.40 -1.04
C 5.85532 0.08176 3.95886 0.08 -0.22 0.24
C 0.63348 -4.81188 -2.75216 0.35 -0.29 1.00
C -2.77817 0.52517 -0.15836 -0.78 0.39 -0.71
C -4.16858 5.92240 3.57204 -0.08 -0.22 0.07
C -0.39743 0.81988 -2.28340 0.17 -0.45 1.02
C -2.46611 -1.64209 -0.23347 0.11 -1.22 2.32
C -1.45573 -3.66878 -4.14075 -0.01 0.01 -0.66
C -0.51437 -4.45573 -2.07948 0.71 -0.34 0.30
C 4.30185 -1.80929 -1.10364 -0.11 -0.02 -0.05
C -2.41536 4.47988 1.07822 0.28 -0.05 -0.04
C -1.31991 5.29100 1.61050 0.12 0.12 0.05
C -3.84594 7.34372 3.69861 -0.02 -0.13 -0.04
C -2.74236 -3.09391 -0.60004 -0.85 0.15 -0.93
C 6.14972 1.07726 -0.13117 0.05 0.10 0.01
C 6.42645 -0.93578 4.84462 0.08 -0.12 0.19
C 0.74025 -4.58203 -4.09187 1.03 -0.43 -0.33
C -1.53195 -3.87626 -2.78594 -1.95 0.74 0.97
C 3.58105 -1.03931 -2.11393 -0.02 0.14 -0.18
C -4.98419 0.26997 2.98828 0.12 -0.12 0.07
C -0.30659 -4.03336 -4.78556 0.18 0.29 -1.20
B -0.33865 -0.63047 -1.62449 0.31 -0.30 -1.34
H -0.36891 -1.38850 0.48559 -0.34 -0.32 0.01
H -2.26894 -3.23166 -4.70327 -0.14 0.04 0.25
H 1.66809 -4.85379 -4.58146 -0.10 0.06 -0.19
H -0.19873 -3.86634 -5.85105 -0.08 0.00 0.01
H -3.73607 -3.32954 -0.20647 0.03 0.10 -0.16
H 0.14276 0.86767 -3.22931 -0.20 -0.05 -0.03
H -2.02072 3.59204 0.58869 -0.02 0.01 -0.03
H -3.75363 7.60792 4.75003 0.00 -0.01 0.00
H -3.07386 4.17616 1.88804 0.08 -0.04 -0.13
H 3.89735 -2.81877 -1.05098 -0.04 0.01 -0.05
H 0.11933 1.48393 -1.57420 -0.29 0.20 -0.18
H 7.77769 1.12948 -1.45468 0.00 0.00 0.01
H 5.35688 -1.86527 -1.36462 0.00 0.02 0.01
H -2.71230 -1.63326 0.84620 0.25 -0.31 -0.07
H 1.44796 -5.24192 -2.18082 0.05 -0.08 -0.17
H -2.98513 5.05996 0.35422 -0.01 -0.01 0.00
H -1.43399 1.15418 -2.38806 0.18 0.20 -0.07
H -2.06157 -3.75111 -0.06003 0.22 0.33 -0.04
H 7.02729 2.70249 -1.12555 -0.01 0.00 0.01
H -5.97853 0.54157 3.33607 0.00 0.00 0.01
H -4.63480 7.94239 3.24737 -0.01 -0.01 0.01
H 1.14845 -1.04366 -2.70099 -0.18 -0.42 -0.56
H 6.51599 0.94497 3.91286 0.00 0.00 -0.02
H 5.73304 -0.32259 2.95947 0.00 0.04 -0.02
H -5.04775 -0.06678 1.95450 -0.02 0.04 -0.01
H -4.33933 1.14568 3.03793 -0.02 0.02 -0.02
H 4.20196 -1.32743 -0.13360 0.03 0.03 -0.01
H -0.54127 -4.65642 -1.01801 -0.27 0.14 0.02
H -2.90354 7.55195 3.19385 0.02 -0.03 0.01
H 4.88432 0.39697 4.33620 0.00 0.00 0.00
H 6.20871 1.53369 -2.17893 -0.01 0.01 0.01
```
Forces are in eV/Å.

Properties
- HOMO (eV) = -9.73
- strongest force on any atom (eV Å⁻¹) = 2.627
- electronic energy (eV) = -45244.76122
- spin multiplicity = 1
- LUMO energy (eV) = 0.0231
- ΔE to the lowest compared entry with this formula, charge and spin (kcal/mol) = 0.0
- structure (SMILES) = CB(O)[C@H]1OC(=O)O[C@H]1CC(=O)c1ccccc1.CC#N.CC#N.CC#N.CC#N.CC#N.CC#N
- frontier orbital gap (eV) = 9.758


Record 3
The following is a quantum chemistry calculation of C20H25N7O3 in the gas phase at a distorted geometry, from the Open Molecules 2025 dataset.

```
55
Properties=species:S:1:pos:R:3:forces:R:3
O -2.18183 -3.00940 1.97042 -0.06 0.11 0.30
O 1.87489 0.43384 2.46965 0.35 0.14 0.09
O -3.87464 -2.70966 -1.27567 -0.17 -0.28 -0.24
N 5.00789 3.34551 1.05083 0.20 0.09 0.18
N 3.43097 2.64902 -0.47751 0.19 0.22 -0.27
N 3.44738 1.85482 1.76013 -0.08 -0.30 0.50
N 1.77859 1.13021 0.27330 -0.20 0.17 -0.05
N -0.53621 -1.69931 1.03732 -1.14 -1.01 0.18
N 1.83092 1.84595 -1.90075 0.03 0.12 -0.30
N 0.45810 -0.85905 1.14031 1.05 0.52 0.40
C -5.75685 -3.68682 -0.04245 0.29 0.20 0.09
C 2.35641 1.88289 -0.67184 0.40 0.03 0.61
C -5.53562 -3.87205 -2.42751 0.16 0.10 0.09
C 0.64590 1.09260 -2.23236 -0.34 -0.02 -0.09
C -6.94306 -4.39974 -0.11427 -0.11 -0.08 -0.08
C -0.57909 1.99193 -2.37457 0.21 -0.20 0.04
C -3.25963 -2.25288 -0.09702 0.27 0.13 0.48
C 0.85218 -0.43588 2.31897 -1.11 -0.85 0.09
C 5.70461 4.20614 0.12405 0.22 0.22 -0.13
C -1.15825 -2.15064 2.10689 0.54 0.44 0.24
C 3.93460 2.60348 0.75471 -0.48 -0.34 -0.04
C -5.04209 -3.41622 -1.20391 -0.13 -0.07 -0.16
C 2.37763 1.15248 1.43902 0.50 0.76 -0.69
C 7.14362 3.72497 -0.05717 -0.32 0.02 -0.12
C -6.71629 -4.58207 -2.48578 0.05 0.03 0.00
C -0.77882 -1.77337 3.41376 0.06 0.04 -0.37
C 0.25589 -0.88791 3.52077 0.03 0.06 -0.45
C 5.66416 5.65051 0.62140 -0.11 -0.24 -0.22
C -2.53268 -3.38541 0.64901 -0.23 -0.12 -0.67
C -7.42806 -4.85113 -1.32685 -0.14 -0.07 0.09
H 5.16230 4.12229 -0.82172 0.14 0.06 0.15
H 5.35200 3.26312 1.99468 -0.08 -0.06 -0.02
H -3.19269 -4.24889 0.76327 0.11 0.12 -0.03
H 7.65662 4.34105 -0.79052 0.12 0.07 -0.06
H 2.22960 2.47284 -2.58132 0.05 -0.04 0.12
H -0.76842 2.51154 -1.43904 -0.05 0.07 0.10
H 4.63491 5.97292 0.75523 -0.09 0.07 0.03
H -8.35176 -5.40762 -1.37079 -0.08 -0.05 0.00
H -7.08465 -4.92802 -3.44012 -0.02 -0.02 -0.09
H -5.40966 -3.35074 0.92204 0.08 0.05 0.07
H 0.49643 0.37665 -1.42208 0.01 -0.04 -0.20
H -4.96952 -3.65109 -3.31851 0.07 0.03 -0.11
H 0.82495 0.55432 -3.16836 -0.02 -0.05 0.12
H -1.45050 1.39280 -2.62318 -0.15 -0.03 -0.06
H 6.14527 6.30900 -0.09653 0.09 0.12 -0.04
H 7.15397 2.69356 -0.39962 0.04 -0.10 -0.03
H -1.63840 -3.67375 0.08883 -0.13 -0.02 0.06
H 7.68440 3.78454 0.88528 0.10 0.01 0.11
H -2.52817 -1.50733 -0.41817 -0.19 -0.11 0.09
H 0.62906 -0.53105 4.46713 0.01 0.02 0.11
H -1.29801 -2.18109 4.26614 -0.02 -0.02 0.10
H -0.42856 2.73075 -3.15974 -0.03 0.08 -0.07
H -3.98363 -1.77360 0.57458 0.06 -0.03 -0.05
H -7.48894 -4.60262 0.79563 -0.03 -0.01 0.07
H 6.18281 5.73763 1.57405 0.07 0.04 0.13
```
Forces are in eV/Å.

Properties
- HOMO (eV) = -8.50
- strongest force on any atom (eV Å⁻¹) = 1.530
- electronic energy (eV) = -37718.99061
- spin multiplicity = 1
- LUMO energy (eV) = 0.6190
- ΔE to the lowest compared entry with this formula, charge and spin (kcal/mol) = 4.7
- structure (SMILES) = CCNc1nc(NC(C)C)nc(Oc2ccc(OCCOc3ccccc3)nn2)n1
- frontier orbital gap (eV) = 9.120


Record 4
The following is a quantum chemistry calculation of 2 unconnected molecules or ions with the total composition C4H9NO at a distorted geometry, from the Open Molecules 2025 dataset.

```
15
Properties=species:S:1:pos:R:3:forces:R:3
O 0.45981 -1.08441 -1.72777 1.07 -0.96 -1.17
N -0.78277 0.98470 -0.14917 -1.47 0.54 -1.20
C 1.86288 -1.84530 0.04733 -1.59 -0.01 -2.43
C -1.30141 2.01356 -0.71951 -1.01 -0.40 2.03
C -0.53742 0.90300 1.28262 0.08 0.59 1.96
C 0.66261 -1.81102 -0.62493 1.43 -0.79 2.90
H 0.02240 1.84164 1.67582 -0.90 -1.56 -0.45
H -0.05098 -0.31006 -1.58873 -1.18 1.23 0.80
H -1.53595 2.95294 -0.13433 0.43 -0.72 -0.48
H 2.65754 -1.20555 -0.35445 -0.12 -0.39 0.29
H -1.49856 0.73333 1.93801 1.32 0.81 -1.65
H 2.10026 -2.69890 0.66679 -0.14 0.38 0.52
H -0.19343 -2.38528 -0.17920 0.61 0.36 -0.84
H -1.87503 1.94764 -1.67634 1.39 -0.12 0.31
H 0.01005 -0.03628 1.54386 0.08 1.04 -0.59
```
Forces are in eV/Å.

Properties
- HOMO (eV) = -8.90
- strongest force on any atom (eV Å⁻¹) = 3.323
- electronic energy (eV) = -7828.77814
- spin multiplicity = 1
- LUMO energy (eV) = 0.6732
- ΔE to the lowest compared entry with this formula, charge and spin (kcal/mol) = 81.7
- structure (SMILES) = C=CO.C=NC
- frontier orbital gap (eV) = 9.570


What is the formula in the third record?
C20H25N7O3


LUMO energy of number 3 (C20H25N7O3)?
0.6190 eV


Among the records above, which one has the lowest frontier orbital gap?
C2H3N2OP